Here is C30H24IIrN6O4PS as an isolated structure at a distorted geometry from the Open Molecules 2025 dataset. Energies are from ωB97M-V with the def2-TZVPD basis set.

Summary:
frontier orbital gap: 7.330 eV
HOMO level: -11.27 eV
DFT total energy: -2928.6064 Ha

```
! wB97M-V def2-TZVPD RIJCOSX def2/J DEFGRID3
* xyz 1 1
Ir -0.07 -0.08 0.60
N 0.39 2.99 2.01
C -0.28 3.05 0.88
N -0.81 4.22 0.51
C -1.41 4.26 -0.67
N -1.97 5.41 -1.06
N -1.52 3.21 -1.53
C -1.04 2.09 -1.07
N -0.45 1.91 0.12
C -1.08 0.90 -1.95
C -1.45 0.99 -3.28
C -1.38 -0.14 -4.07
C -0.93 -1.32 -3.50
C -0.58 -1.34 -2.16
N -0.68 -0.26 -1.39
H 0.48 3.84 2.54
H 0.85 2.13 2.31
H -1.87 6.22 -0.48
H -2.39 5.47 -1.97
H -1.76 1.95 -3.66
H -1.65 -0.10 -5.11
H -0.83 -2.23 -4.08
H -0.23 -2.24 -1.69
I 0.40 -2.57 1.26
C -1.21 -3.48 0.29
C -0.95 -4.57 -0.49
C -1.99 -5.44 -0.87
C -3.24 -5.25 -0.35
C -3.52 -4.15 0.49
C -4.78 -4.05 1.13
C -5.05 -3.04 2.01
C -4.10 -2.00 2.17
C -2.88 -2.03 1.53
P -2.14 -0.37 1.37
C -2.05 0.33 3.03
C -1.55 -0.51 4.03
C -1.32 -0.03 5.31
C -1.58 1.31 5.59
C -2.03 2.16 4.59
C -2.22 1.68 3.30
C -3.47 0.40 0.38
C -4.33 1.40 0.82
C -5.37 1.84 0.01
C -5.58 1.26 -1.24
C -4.76 0.23 -1.66
C -3.72 -0.20 -0.86
C -2.53 -3.18 0.75
H 0.07 -4.79 -0.79
H -1.78 -6.29 -1.51
H -4.03 -5.96 -0.56
H -5.52 -4.82 0.94
H -5.99 -2.99 2.53
H -4.38 -1.14 2.76
H -1.30 -1.55 3.82
H -0.81 -0.65 6.04
H -1.38 1.70 6.58
H -2.18 3.22 4.79
H -2.49 2.38 2.52
H -4.23 1.83 1.80
H -6.03 2.62 0.36
H -6.40 1.60 -1.86
H -4.94 -0.26 -2.61
H -3.12 -1.04 -1.19
O 1.62 -1.48 3.27
S 2.07 -0.10 3.19
O 3.44 0.08 2.81
O 1.25 0.50 1.87
O 1.56 0.77 4.23
*
```

Here are the Mulliken charges for atoms 1 to 5, given in e: 2.9355, -0.0105, 0.4692, -0.7534, 0.3635

***

Here is one molecule with the formula C2H2N2O3S at a distorted geometry from the Open Molecules 2025 dataset. Energies are from ωB97M-V with the def2-TZVPD basis set.

Summary:
ΔE to the lowest compared entry with this formula, charge and spin: 532.8 kJ/mol
frontier orbital gap (spin up / spin down): 7.441 / 7.543 eV
HOMO level (spin up / spin down): -9.97 / -9.94 eV
DFT total energy: -810.6488 Ha
SMILES string: O=S(=O)=C1CON=N1

```
! wB97M-V def2-TZVPD RIJCOSX def2/J DEFGRID3
* xyz 0 1
C -0.32 0.13 -0.35
C 1.12 -0.22 -0.08
N -0.35 1.52 -0.11
N 0.75 1.99 0.18
O -2.97 -0.18 -0.31
O -1.44 -2.11 0.25
O 1.71 1.03 0.36
S -1.71 -0.71 0.23
H 1.46 -0.89 0.74
H 1.76 -0.56 -0.91
*
```

Here are the Mulliken charges for atoms 1 to 5, given in e: 0.2205, -0.1949, -0.1462, -0.0610, -0.4724

***

Here is a 2-piece molecular cluster, C4H14N2O overall at a distorted geometry from the Open Molecules 2025 dataset. Energies are from ωB97M-V with the def2-TZVPD basis set.

Summary:
ΔE to the lowest compared entry with this formula, charge and spin: 154.5 kJ/mol
frontier orbital gap: 9.513 eV
HOMO level: -8.57 eV
DFT total energy: -345.5173 Ha
SMILES string: CNC[C@@H](C)N.O

```
! wB97M-V def2-TZVPD RIJCOSX def2/J DEFGRID3
* xyz 0 1
N 1.65 -0.51 0.29
C 0.81 -0.46 -0.95
C 1.67 -0.22 -2.19
C -0.27 0.58 -0.68
N -1.44 -0.10 -0.10
C -2.61 0.82 0.08
H 2.53 -0.02 0.17
H 1.98 -1.46 0.40
H 0.28 -1.40 -1.11
H 2.53 -0.89 -2.23
H 2.14 0.76 -2.19
H 1.06 -0.38 -3.08
H -0.59 0.94 -1.68
H -0.01 1.34 0.05
H -1.63 -1.02 -0.44
H -2.28 1.38 0.96
H -2.80 1.36 -0.84
H -3.41 0.17 0.44
H 0.28 0.06 2.22
H -0.53 -0.69 3.21
O 0.19 -0.09 3.16
*
```

Here are the Mulliken charges for atoms 1 to 5, given in e: -0.6038, 0.5261, -1.5878, -0.7757, -0.2793

***

- What is the DFT total energy in the third record?
  -345.5173 Ha